This record from the OMol25 dataset describes a cluster of 15 separate species, C37H60Cl28N4O2 in total. The level of theory is wB97M-V/def2-TZVPD.

Last column: Löwdin charge in e.
Positions of all 131 atoms, in Å:
C  -5.068654  2.233893  0.551055  0.05
C  -6.075521  1.398437  0.338352  -0.06
C  -6.012478  0.274065  -0.632400  -0.51
O  -6.390187  -0.827881  -0.312772  0.10
O  -5.480480  0.578052  -1.820605  0.00
C  -5.697584  -0.402605  -2.858749  -0.15
C  -4.651139  -1.500618  -2.796912  -0.20
C  -3.223538  -0.874705  -2.801717  -0.17
C  -2.573979  -0.885329  -1.393871  -0.18
C  -1.273313  -1.701026  -1.303143  -0.19
C  -1.114086  -2.379461  0.074266  -0.14
C  -0.933354  -1.297504  1.112002  -0.20
N  0.214427  -0.670565  1.070711  0.22
C  0.398124  0.344126  1.962135  -0.14
C  1.631267  1.051971  1.955071  -0.14
C  2.782178  0.694257  1.029498  -0.10
C  2.425914  0.479271  -0.435078  -0.42
C  2.540119  -0.940698  -0.960070  -0.05
N  2.055923  1.413468  -1.209916  0.14
C  1.803951  2.099457  2.823613  -0.02
C  0.783570  2.477381  3.744319  -0.22
C  0.976092  3.638267  4.706224  -0.25
N  0.350654  4.874674  4.181343  0.02
C  -0.390262  1.782060  3.736214  0.02
C  -0.613266  0.692449  2.861272  -0.19
N  -1.807248  0.031362  2.934143  0.19
C  -1.949178  -0.947278  2.077741  -0.20
C  -3.262089  -1.720749  2.126930  -0.17
C  -3.857132  -1.669813  3.545927  -0.11
H  -5.102487  2.999268  1.314300  0.06
H  -4.161141  2.170231  -0.040096  0.06
H  -6.975490  1.509965  0.929238  0.11
H  -5.594049  0.138680  -3.797896  0.13
H  -6.703742  -0.816785  -2.789384  0.13
H  -4.751407  -2.166995  -3.656948  0.02
H  -4.791168  -2.120730  -1.912164  0.10
H  -2.615347  -1.408840  -3.535284  0.10
H  -3.313670  0.151124  -3.163586  0.10
H  -3.339044  -1.230334  -0.698184  0.09
H  -2.354456  0.158859  -1.149329  0.11
H  -0.440087  -1.010700  -1.441601  0.09
H  -1.273413  -2.442311  -2.101416  0.08
H  -0.250182  -3.043986  0.070406  0.11
H  -2.012396  -2.966243  0.247294  0.08
H  3.321570  -0.158846  1.447348  0.11
H  3.478918  1.536619  1.066319  0.11
H  1.561954  -1.391141  -1.097441  0.05
H  3.045672  -1.553599  -0.211651  0.05
H  3.139942  -1.005454  -1.866386  0.05
H  2.060211  2.296500  -0.691308  0.02
H  2.733424  2.656602  2.814827  0.10
H  2.040411  3.815240  4.852047  0.07
H  0.558525  3.369190  5.677324  0.11
H  -0.620167  4.630119  3.996194  0.07
H  0.737946  5.001599  3.249264  0.07
H  -1.190623  2.065145  4.414243  0.12
H  -3.971716  -1.328548  1.396379  0.10
H  -3.074947  -2.776324  1.934205  0.10
H  -4.122225  -0.665490  3.861383  0.07
H  -3.113060  -2.123912  4.198790  -0.01
H  -4.744945  -2.303524  3.605658  0.08
C  -0.460841  7.017485  6.604047  -1.04
Cl  -0.221887  6.882967  8.355129  0.49
Cl  -2.072089  7.629742  6.212354  0.48
H  0.275529  7.702930  6.206562  -0.02
H  -0.341812  6.040304  6.155013  -0.02
C  4.767154  1.701673  -3.591762  -0.99
Cl  4.831757  1.250597  -5.298220  0.52
Cl  5.532179  0.487557  -2.556225  0.56
H  5.288656  2.642300  -3.460320  -0.01
H  3.727938  1.795237  -3.291000  0.01
C  -0.247114  4.304085  -2.345579  -1.03
Cl  0.888582  4.950936  -1.152296  0.49
Cl  -0.478367  5.410900  -3.702827  0.51
H  0.150179  3.367050  -2.719924  0.02
H  -1.202278  4.145116  -1.859566  0.02
C  4.915366  2.041268  5.384750  -0.98
Cl  3.412594  1.855690  6.286619  0.57
Cl  4.898110  1.029983  3.938662  0.59
H  5.018691  3.076348  5.078516  0.03
H  5.747801  1.751749  6.015049  0.03
C  -0.198607  11.514476  7.385470  -1.01
Cl  -1.873281  11.077561  7.035440  0.50
Cl  0.967418  10.425635  6.622658  0.52
H  -0.019521  12.514290  7.008646  0.02
H  -0.050238  11.481430  8.458148  0.03
C  6.600978  -1.944962  -4.988385  -1.04
Cl  8.350784  -1.939480  -5.233079  0.51
Cl  6.025797  -3.526554  -4.427835  0.52
H  6.350959  -1.203893  -4.239359  -0.07
H  6.114561  -1.712250  -5.928641  0.00
C  -3.002775  -6.164907  -1.325107  -1.01
Cl  -1.473719  -6.300897  -0.448982  0.52
Cl  -3.003447  -4.794310  -2.442401  0.54
H  -3.159559  -7.073641  -1.893676  0.03
H  -3.801668  -6.022868  -0.606809  0.03
C  -7.303084  -3.991164  -5.604619  -1.06
Cl  -5.742106  -4.081260  -4.777053  0.55
Cl  -7.382200  -2.607845  -6.707489  0.51
H  -7.445563  -4.899349  -6.175291  0.00
H  -8.076107  -3.882863  -4.859619  -0.03
C  -0.669874  -3.580896  4.880371  -1.04
Cl  -2.193199  -3.808019  5.748833  0.55
Cl  -0.602730  -4.552497  3.402578  0.51
H  -0.582950  -2.534059  4.604628  0.01
H  0.146435  -3.871520  5.530405  0.00
C  7.263779  -3.089238  -0.675549  -1.02
Cl  5.608134  -3.437614  -0.163859  0.50
Cl  7.928137  -1.681524  0.166937  0.49
H  7.884283  -3.948865  -0.452802  0.03
H  7.261482  -2.890740  -1.741382  -0.01
C  5.491887  -4.608934  -8.048298  -1.04
Cl  5.662514  -6.042900  -9.067752  0.50
Cl  6.092561  -3.155890  -8.860622  0.50
H  4.442704  -4.468675  -7.817057  0.03
H  6.059621  -4.760385  -7.137869  -0.01
C  -9.478527  -7.093896  -3.359633  -1.00
Cl  -8.259614  -6.541184  -2.207586  0.51
Cl  -9.711327  -5.928580  -4.671532  0.56
H  -9.152090  -8.033418  -3.788917  0.03
H  -10.420252  -7.219027  -2.839113  0.03
C  4.407968  -2.481319  4.677441  -1.03
Cl  2.674739  -2.730789  4.413693  0.52
Cl  5.386176  -3.680253  3.826448  0.51
H  4.665832  -1.498055  4.305884  -0.06
H  4.610930  -2.556062  5.739273  0.03
C  7.077065  4.541707  -7.014521  -1.01
Cl  7.535548  3.141281  -7.987965  0.51
Cl  6.725669  4.093027  -5.340798  0.51
H  7.896816  5.249810  -7.015923  0.02
H  6.187971  4.987115  -7.444436  0.03

Cartesian forces (eV/Å) of the 2 atoms listed first:
C 0.206 -0.097 -0.292
C 0.312 0.722 -0.010

Properties
Gap between HOMO and LUMO: 0.320 Ha
Lowest unoccupied orbital energy: -0.1 eV
E_tot: -14700.692154 hartree
Charge: 0